18
Properties=species:S:1:pos:R:3:forces:R:3 method="wB97M-V/def2-TZVPD" e_tot_ev=-81406.0283 e_above_lowest_kj_mol=62.5 total_charge=0 lumo_energy_ev=0.2 gap_ev=8.916 e_homo_ev=-8.7
C -0.8475 1.2586 -1.7535 2.742 0.409 -1.002
C 1.4548 -1.7341 -0.0864 -0.910 2.817 2.359
C -0.3778 1.3267 -0.3658 -0.645 -0.112 3.601
C -0.5443 -0.3938 0.6755 1.311 2.712 -2.640
N 0.0048 -1.4982 0.0953 -1.116 -2.779 -0.874
N 0.1527 0.0871 1.8736 0.856 -2.001 0.896
O -0.3744 0.9546 2.4833 -0.302 0.911 1.653
O 1.1896 -0.4876 2.2120 -0.365 0.641 -0.236
Br -1.5307 2.5333 0.7421 -0.980 0.535 -1.136
H -0.2683 0.3744 -2.2064 -0.749 1.563 -0.037
H -0.6392 2.3102 -2.1613 0.061 -1.770 -0.152
H -1.8705 1.1247 -1.8815 -1.853 -0.594 0.049
H 1.8233 -0.6793 -0.1288 0.415 -1.073 -0.322
H 1.9099 -2.1914 0.7900 -0.053 0.017 0.005
H 1.7094 -2.2872 -0.9187 0.034 -0.983 -2.086
H 0.4670 2.0382 -0.1803 0.286 -1.889 -0.490
H -1.6175 -0.4028 0.7869 -0.020 -0.015 0.262
H -0.6412 -2.3334 0.0238 1.288 1.611 0.149

=====

22
Properties=species:S:1:pos:R:3:forces:R:3 method="wB97M-V/def2-TZVPD" e_tot_ev=-19047.7985 e_above_lowest_kj_mol=1.6 total_charge=0 lumo_energy_ev=-0.1 gap_ev=8.150 e_homo_ev=-8.2
Li 0.1010 -1.3474 0.0982 0.483 0.752 0.179
O 0.1473 0.1262 1.4958 1.439 -1.172 -0.488
O -2.5709 1.4165 -0.1920 0.818 -0.249 0.550
C -3.5770 0.5265 0.3569 -0.435 -0.109 0.063
C -3.0095 -0.8535 0.0635 -0.325 -0.234 -0.027
O -1.6976 -0.5410 -0.4747 0.120 0.287 0.541
C -1.4536 0.7861 -0.4659 -0.924 -0.274 -1.417
H -3.6695 0.7355 1.4284 0.036 -0.005 -0.310
H -4.5191 0.7328 -0.1609 0.241 -0.025 0.177
H -3.5501 -1.4119 -0.7073 0.061 0.183 0.156
H -2.9076 -1.4777 0.9577 0.124 0.208 -0.197
Li 0.4915 1.2638 -1.3207 0.565 -0.458 0.984
O 1.1625 1.7736 0.4330 0.508 -0.359 -0.571
O 2.4454 0.1270 1.2900 -0.490 -0.376 -0.082
C 3.3225 0.1922 0.1680 0.213 -0.197 -0.326
C 2.7583 -0.7853 -0.8718 0.092 0.108 0.104
O 1.3945 -0.5533 -0.9636 -0.738 -0.341 -0.934
C 1.2097 0.6426 0.9905 -1.556 2.250 1.130
H 3.3402 1.2020 -0.2722 0.054 -0.220 0.437
H 4.3181 -0.1081 0.5161 -0.212 0.175 -0.026
H 2.9705 -1.8210 -0.5405 0.030 0.162 -0.097
H 3.2935 -0.6254 -1.8284 -0.104 -0.105 0.151

=====

12
Properties=species:S:1:pos:R:3:forces:R:3 method="wB97M-V/def2-TZVPD" smiles="CCC(N)=O" e_tot_ev=-6761.5943 e_above_lowest_kj_mol=111.5 total_charge=0 lumo_energy_ev=0.9 gap_ev=10.750 e_homo_ev=-9.8
C -1.6023 0.2632 -0.1308 -1.872 1.902 1.214
C -0.4283 -0.5589 0.2162 -0.322 0.071 0.940
C 0.7792 0.2905 0.0192 1.671 4.074 1.703
H -1.9436 0.1876 -1.1120 -0.527 -0.537 -1.795
H -1.1430 1.2403 -0.0883 -0.706 0.769 0.048
H -2.5373 0.3454 0.5134 1.455 -0.794 -0.392
H -0.1951 -1.3314 -0.4320 -0.351 -2.266 -1.301
H -0.6030 -0.9839 1.2173 1.001 0.238 -0.162
H 2.1877 -1.1621 -0.4368 0.552 -1.358 -0.219
H 2.7109 0.4219 0.2250 0.160 -0.895 -0.804
N 2.0237 -0.2716 -0.0766 -1.029 2.016 0.919
O 0.7510 1.5592 0.0855 -0.032 -3.220 -0.152